[1]
{"formula": "C5H6ClNO2", "method": "ωB97M-V/def2-TZVPD", "symbols": ["Cl", "O", "O", "N", "C", "C", "C", "C", "C", "H", "H", "H", "H", "H", "H"], "positions_angstrom": [[2.35754, -1.99398, 0.38010], [0.07065, 0.13771, 1.25001], [-0.99320, -0.81588, -0.49006], [1.76006, 1.92091, -0.74166], [0.16584, -0.42715, 0.17138], [-2.21229, -0.15215, -0.10021], [2.46404, 0.66677, -0.58637], [1.45191, -0.80456, -0.49397], [2.14515, 1.66424, 0.45873], [-2.99558, -0.63138, -0.58948], [-2.11153, -0.07174, 0.98344], [-2.10962, 0.92450, -0.39183], [1.28070, -1.27951, -1.56891], [2.31032, 2.06903, 1.45176], [3.35594, 0.30630, -0.98013]], "nbo_charge": [0.01, -0.59, -0.51, -0.33, 0.77, -0.27, -0.09, -0.38, 0.11, 0.20, 0.22, 0.18, 0.25, 0.24, 0.20], "max_force_ev_per_a": 5.7, "charge": 0, "e_lumo_ha": 0.0230, "gap_ev": 10.631}

[2]
{"formula": "C18H22ClNO15P", "method": "ωB97M-V/def2-TZVPD", "symbols": ["Cl", "P", "O", "O", "O", "O", "O", "O", "O", "O", "O", "O", "O", "O", "O", "O", "O", "N", "C", "C", "C", "C", "C", "C", "C", "C", "C", "C", "C", "C", "C", "C", "C", "C", "C", "C", "H", "H", "H", "H", "H", "H", "H", "H", "H", "H", "H", "H", "H", "H", "H", "H", "H", "H", "H", "H", "H", "H"], "positions_angstrom": [[-0.48181, -7.23552, -1.76672], [0.85623, -5.73334, -1.18786], [-4.79292, 1.71171, -1.99398], [-0.06586, 1.60123, 1.71946], [3.44338, -3.36908, -1.09640], [2.36875, -0.81609, 5.67205], [3.94403, -0.11851, 7.10650], [-1.48598, 4.66752, -5.30626], [1.98976, 2.18786, 2.44088], [2.30967, -5.96489, -2.02774], [1.49931, 0.02336, 2.12245], [0.02218, 4.07102, -3.73893], [4.42045, -0.26534, 4.90677], [2.17648, -2.75197, 0.66438], [-2.18909, 3.86661, -3.33016], [-3.02805, 0.32774, -1.97676], [-4.73860, -0.05633, -3.39664], [-1.28734, -2.68081, -3.13141], [2.72084, -0.16572, 7.83858], [-1.10719, 4.19194, -4.09331], [0.68832, -1.60133, -2.11493], [2.39148, -3.03500, -0.66903], [-2.67350, 1.45278, -1.16662], [1.85474, -1.04701, 6.98303], [-3.34647, 4.36198, -4.00486], [1.03886, 1.30205, 2.06282], [-2.88862, 4.44408, -5.43422], [2.91061, 0.09271, 2.34777], [-4.00435, 2.07385, -0.85728], [-0.53713, -1.55143, -2.89407], [1.09950, -2.89279, -1.56481], [-4.23705, 0.60048, -2.53738], [0.25701, -4.07336, -1.87610], [3.65165, -0.38846, 5.81132], [3.07809, 1.43935, 2.98908], [-0.94840, -3.93471, -2.68048], [-1.53965, -4.85701, -2.88352], [-2.14158, 1.13546, -0.26955], [-4.46478, 1.65541, 0.04068], [-4.19215, 3.68700, -3.87432], [-0.84771, -0.55819, -3.28323], [-3.60538, 5.33906, -3.58997], [2.32513, 0.84864, 7.93119], [-3.04904, 3.51075, -5.97999], [-3.94563, 3.15620, -0.75216], [-3.36399, 5.25822, -5.97921], [2.87930, -0.57538, 8.83499], [3.42546, 0.01819, 1.38597], [2.97121, 1.40549, 4.07201], [1.26133, -2.41426, 0.77323], [0.80030, -0.78050, 7.04019], [-2.02763, 2.11351, -1.74699], [2.20805, -5.46847, -2.86596], [-2.14477, -2.60267, -3.68968], [1.96626, -2.10670, 7.22439], [4.03184, 1.90291, 2.74316], [3.24127, -0.71937, 2.98880], [1.30318, -0.68291, -1.93920]], "nbo_charge": [-0.27, 1.12, -0.48, -0.60, -0.47, -0.50, -0.47, -0.48, -0.48, -0.91, -0.51, -0.57, -0.59, -0.64, -0.51, -0.53, -0.58, -0.44, -0.10, 0.96, -0.22, 0.76, -0.12, -0.10, -0.11, 0.97, -0.10, -0.11, -0.10, 0.11, -0.02, 0.97, -0.39, 0.97, -0.10, 0.08, 0.28, 0.22, 0.20, 0.21, 0.28, 0.19, 0.19, 0.19, 0.22, 0.21, 0.21, 0.18, 0.19, 0.50, 0.21, 0.21, 0.49, 0.47, 0.19, 0.22, 0.24, 0.28], "max_force_ev_per_a": 3.1, "charge": 1, "e_lumo_ha": -0.1841, "gap_ev": 7.675}

[3]
{"formula": "C2H10O2S2", "method": "ωB97M-V/def2-TZVPD", "symbols": ["S", "S", "O", "O", "C", "C", "H", "H", "H", "H", "H", "H", "H", "H", "H", "H"], "positions_angstrom": [[0.92073, 0.77512, 1.18323], [0.72800, 0.98356, -0.89383], [0.65880, -1.06719, -3.75407], [-3.30540, -0.20931, 0.28414], [-0.04025, -0.78327, 1.31232], [0.02975, -1.28296, 2.72503], [0.02059, -0.46751, 3.45810], [1.20344, -0.53733, -4.34634], [0.91488, -1.87878, 2.92729], [0.43182, -1.46448, 0.60832], [-2.67935, -0.29843, -0.43813], [-1.02896, -0.53861, 0.92939], [-0.82121, -1.85838, 3.04043], [0.88298, -0.75721, -2.87188], [1.37267, 2.15164, -0.89241], [-3.75473, 0.63097, 0.14730]], "nbo_charge": [0.08, -0.20, -0.94, -0.94, -0.51, -0.63, 0.22, 0.47, 0.22, 0.21, 0.47, 0.23, 0.23, 0.47, 0.15, 0.47], "max_force_ev_per_a": 1.1, "charge": 0, "e_lumo_ha": 0.0098, "gap_ev": 8.660}